# 1
{
  "formula": "C5H10O",
  "method": "the ωB97M-V functional and the def2-TZVPD basis",
  "e_tot_ha": -271.70761,
  "lumo_ev": 1.1,
  "orbital_gap_ev": 11.0,
  "smiles": "OCCC1CC1",
  "symbols": ["O", "C", "C", "C", "C", "C", "H", "H", "H", "H", "H", "H", "H", "H", "H", "H"],
  "xyz": [[-1.995, 0.626, -0.847], [-1.230, 1.368, 0.090], [0.130, -1.522, 0.028], [1.567, -1.185, -0.258], [0.272, 1.107, -0.033], [0.717, -0.230, 0.534], [-1.566, 1.160, 1.117], [-1.440, 2.423, -0.115], [-2.247, -0.207, -0.436], [2.343, -1.745, 0.257], [1.819, -0.908, -1.279], [0.811, 1.910, 0.487], [0.926, -0.209, 1.604], [0.540, 1.184, -1.095], [-0.085, -2.306, 0.751], [-0.563, -1.466, -0.805]],
  "forces_ev_per_angstrom": [[-0.2, -0.2, 0.1], [0.2, 0.3, 0.3], [-0.1, -0.1, 0.0], [0.2, 0.0, 0.0], [0.0, 0.0, -0.1], [0.0, 0.1, 0.1], [0.0, 0.1, -0.2], [0.1, -0.1, 0.0], [0.0, 0.1, -0.1], [-0.2, 0.1, -0.1], [-0.1, 0.0, 0.2], [-0.1, -0.1, -0.1], [-0.1, 0.0, -0.2], [-0.1, -0.1, 0.1], [0.1, 0.1, -0.2], [0.2, -0.1, 0.1]],
  "nbo_charge": [-0.72, -0.06, -0.44, -0.41, -0.43, -0.23, 0.16, 0.18, 0.47, 0.21, 0.21, 0.21, 0.21, 0.21, 0.21, 0.22]
}



# 2
{
  "formula": "C4H8SSi",
  "method": "the ωB97M-V functional and the def2-TZVPD basis",
  "e_tot_ha": -844.79134,
  "lumo_ev": 0.9,
  "orbital_gap_ev": 8.9,
  "symbols": ["S", "Si", "C", "C", "C", "C", "H", "H", "H", "H", "H", "H", "H", "H"],
  "xyz": [[-0.127, -1.586, -1.095], [2.121, 0.235, 0.017], [-1.385, -1.450, 0.126], [0.523, 0.077, -0.971], [-1.016, 0.961, 0.199], [-1.685, -0.263, 0.638], [-2.444, -0.179, 1.406], [0.422, 0.606, -1.906], [-1.863, -2.380, 0.380], [1.817, -0.236, 1.369], [-0.499, 1.558, 0.934], [3.213, -0.558, -0.556], [2.477, 1.655, -0.015], [-1.555, 1.561, -0.526]],
  "forces_ev_per_angstrom": [[0.1, -0.1, 0.1], [-0.9, 0.0, -0.5], [0.2, 0.2, -0.2], [-2.3, 1.3, 2.1], [2.8, -1.3, -2.3], [-0.1, -0.3, 0.3], [-0.2, -0.1, 0.0], [0.1, 0.1, -0.2], [-0.2, -0.1, 0.2], [0.1, 0.0, 0.3], [0.0, 0.1, 0.2], [0.2, -0.1, -0.1], [0.2, 0.3, 0.2], [-0.1, 0.1, 0.0]],
  "nbo_charge": [0.25, 0.89, -0.33, -0.81, -0.31, -0.30, 0.23, 0.23, 0.23, -0.16, 0.21, -0.16, -0.17, 0.21]
}



# 3
{
  "formula": "C28H35N7",
  "method": "the ωB97M-V functional and the def2-TZVPD basis",
  "e_tot_ha": -1470.38099,
  "lumo_ev": 0.5,
  "orbital_gap_ev": 7.4,
  "symbols": ["N", "N", "N", "N", "N", "N", "N", "C", "C", "C", "C", "C", "C", "C", "C", "C", "C", "C", "C", "C", "C", "C", "C", "C", "C", "C", "C", "C", "C", "C", "C", "C", "C", "C", "C", "H", "H", "H", "H", "H", "H", "H", "H", "H", "H", "H", "H", "H", "H", "H", "H", "H", "H", "H", "H", "H", "H", "H", "H", "H", "H", "H", "H", "H", "H", "H", "H", "H", "H", "H"],
  "xyz": [[1.727, 1.707, -1.026], [-1.671, 2.440, -3.960], [1.356, -1.550, 0.913], [-0.430, 0.469, 1.556], [1.813, 0.190, 3.326], [-2.614, -2.882, 2.843], [-0.399, -1.709, -0.808], [-1.766, -1.975, -2.522], [2.227, -0.674, -1.017], [-1.474, 0.093, 0.788], [2.799, 3.347, -0.015], [-3.071, -2.184, 1.762], [0.413, -1.541, 2.942], [0.256, 1.473, 0.957], [2.369, -2.351, 0.477], [-1.556, -1.298, -1.345], [-1.131, -3.165, 1.127], [0.095, -2.710, -1.597], [-0.241, -0.530, 3.673], [-1.526, 0.946, -0.298], [-1.419, -3.484, 2.463], [0.628, 0.567, 3.934], [-2.049, 2.407, -2.663], [3.007, -1.802, -0.666], [2.597, 1.988, -0.025], [-0.360, 1.768, -0.208], [1.713, -1.101, 2.797], [2.083, 3.905, -1.123], [1.375, 2.814, -1.684], [1.229, -0.509, -0.034], [-2.199, -2.435, 0.687], [-0.728, -2.851, -2.698], [-0.788, 3.425, -4.063], [-0.546, 4.048, -2.899], [-1.417, 3.488, -1.980], [1.051, -3.137, -1.331], [2.646, 0.760, 3.345], [-2.143, -0.559, -0.820], [2.800, 1.207, 0.691], [-1.249, -0.747, 3.992], [0.605, 2.819, -2.442], [1.122, 1.914, 1.427], [-2.131, -0.706, 1.097], [-2.661, -1.788, -3.097], [-0.253, -3.499, 0.593], [0.900, -1.667, 1.807], [-0.669, -3.496, -3.562], [0.553, 1.528, 4.420], [-0.136, 2.506, -0.964], [0.215, 4.795, -2.729], [-3.075, -2.921, 3.741], [-1.538, 3.822, -0.960], [-2.299, -2.148, -0.349], [3.351, 3.963, 0.679], [-2.652, 1.564, -2.358], [-4.054, -1.737, 1.795], [-2.261, 0.976, -1.089], [2.474, -3.263, 1.045], [-1.978, 1.813, -4.690], [0.397, 0.168, 0.088], [-0.262, 0.033, 2.452], [-0.954, -4.191, 3.134], [2.641, -1.533, 2.452], [3.796, -2.298, -1.212], [-0.288, 3.634, -4.998], [1.317, 0.800, -1.195], [-0.003, -1.347, 0.048], [2.052, 4.926, -1.473], [0.002, -2.509, 2.696], [2.385, -0.008, -1.853]],
  "forces_ev_per_angstrom": [[2.3, 1.2, -1.5], [-0.2, -0.5, 0.5], [3.0, 0.2, -9.2], [-1.7, 2.1, -1.6], [-0.7, -1.4, 0.4], [1.4, -0.2, -0.8], [-1.9, -1.5, -3.3], [-2.0, 2.0, 0.3], [0.1, -1.1, 1.4], [-0.7, 2.2, 0.9], [0.2, 0.7, -0.5], [-0.4, -1.8, -1.0], [0.6, 0.6, 7.9], [-1.3, 2.2, 3.3], [1.1, -0.1, -1.3], [0.1, 1.0, -3.0], [-0.5, -2.5, 2.6], [0.5, -0.2, -0.4], [0.6, -0.6, 5.0], [1.2, 1.8, 1.4], [-1.5, -1.1, 0.0], [-0.3, -2.5, 0.3], [-0.7, 1.0, 1.1], [-1.5, -1.4, 1.8], [0.6, 0.4, 0.1], [-4.3, 1.4, 0.1], [3.0, 3.6, 5.8], [-1.0, -1.8, -0.4], [3.1, 1.9, -0.6], [4.7, -1.4, 0.2], [-3.3, -1.3, 1.5], [1.1, -1.3, -0.2], [2.1, 1.2, -3.5], [-1.1, 1.9, -0.4], [-2.3, -1.3, -0.4], [-0.3, -0.2, -0.3], [0.0, -0.3, -0.2], [-0.1, -1.8, -1.8], [0.6, 0.3, -0.2], [-0.1, 0.8, 0.1], [1.4, -0.7, 0.1], [-0.7, -0.3, -0.1], [0.7, 1.4, 0.0], [0.1, -0.3, -0.3], [-0.4, -0.1, 0.2], [-1.1, -0.7, -4.1], [0.5, -0.2, 0.3], [-0.4, -0.2, -0.2], [-0.9, -0.9, 1.8], [-0.4, 0.1, -0.1], [0.3, -0.1, -0.2], [-0.2, -0.4, -0.2], [-1.4, -1.0, 1.6], [0.2, -0.4, 0.1], [-0.3, 0.9, -0.4], [0.2, 0.2, -0.1], [0.7, 0.1, 1.1], [0.7, -0.2, -0.2], [0.2, 0.2, 0.3], [2.0, -1.5, -1.6], [-0.3, 1.4, -2.1], [0.2, 0.2, 0.1], [-0.2, 0.1, 0.6], [0.0, 0.3, 0.0], [-0.1, -0.1, -0.1], [-0.1, 1.8, -0.2], [-2.0, -1.6, -1.0], [0.0, 0.0, 0.2], [0.5, 0.7, 0.4], [0.5, -1.0, -0.1]],
  "nbo_charge": [-0.58, -0.49, -0.61, -0.55, -0.51, -0.51, -0.62, -0.33, -0.35, -0.16, -0.31, -0.12, -0.50, -0.14, -0.13, -0.11, -0.32, -0.09, -0.35, -0.33, -0.12, -0.06, -0.08, -0.26, -0.09, -0.26, 0.05, -0.34, -0.04, -0.16, -0.27, -0.30, -0.08, -0.33, -0.30, 0.23, 0.43, 0.25, 0.21, 0.25, 0.23, 0.24, 0.26, 0.21, 0.25, 0.41, 0.22, 0.24, 0.24, 0.24, 0.42, 0.25, 0.27, 0.22, 0.20, 0.22, 0.21, 0.21, 0.42, 0.33, 0.40, 0.22, 0.25, 0.23, 0.20, 0.48, 0.51, 0.22, 0.31, 0.25]
}



# 4
{
  "formula": "C4H12N2S",
  "method": "the ωB97M-V functional and the def2-TZVPD basis",
  "e_tot_ha": -667.21050,
  "lumo_ev": 1.0,
  "orbital_gap_ev": 9.5,
  "smiles": "NCNCCCS",
  "symbols": ["S", "N", "N", "C", "C", "C", "C", "H", "H", "H", "H", "H", "H", "H", "H", "H", "H", "H", "H"],
  "xyz": [[0.614, -2.888, -2.022], [0.027, 1.076, 0.231], [-1.524, 2.277, 1.655], [-0.322, -0.416, 0.286], [1.494, -1.532, -1.244], [0.893, -1.310, 0.290], [-1.146, 2.002, 0.283], [0.683, -2.327, 0.738], [-0.859, 3.033, -0.224], [-1.412, 1.399, 2.238], [-1.871, 1.419, -0.285], [1.838, -0.878, 0.874], [0.981, -2.527, -3.285], [2.601, -1.704, -1.305], [-2.118, 3.097, 1.746], [1.445, -0.524, -1.815], [-1.077, -0.943, -0.517], [-0.906, -0.687, 1.349], [0.660, 1.433, 1.006]],
  "forces_ev_per_angstrom": [[0.1, 0.4, -0.9], [-0.4, -0.1, 0.3], [1.2, -1.2, -0.4], [-2.2, -0.7, 2.4], [0.6, 2.3, 1.0], [3.6, -0.4, -1.0], [1.5, 0.3, -0.7], [0.1, 1.2, -0.5], [-0.7, -2.2, 0.7], [-1.2, 2.2, -0.5], [-0.5, 0.6, -0.3], [-2.3, -0.7, -0.9], [-0.3, -0.4, 0.4], [-1.0, -0.3, 0.7], [0.0, -1.0, 0.9], [-0.7, -1.6, 0.9], [1.7, 2.3, 1.4], [1.2, 0.7, -2.4], [-0.8, -1.4, -1.2]],
  "nbo_charge": [-0.04, -0.66, -0.92, -0.25, -0.56, -0.42, -0.03, 0.22, 0.17, 0.39, 0.16, 0.22, 0.13, 0.21, 0.39, 0.23, 0.23, 0.15, 0.37]
}



# 5
{
  "formula": "C3H11NO3",
  "method": "the ωB97M-V functional and the def2-TZVPD basis",
  "e_tot_ha": -401.23060,
  "lumo_ev": 0.2,
  "orbital_gap_ev": 8.8,
  "smiles": "C=CN=C.O.O.O",
  "symbols": ["O", "O", "O", "N", "C", "C", "C", "H", "H", "H", "H", "H", "H", "H", "H", "H", "H", "H"],
  "xyz": [[1.557, 1.458, -1.202], [-0.898, 1.761, 0.343], [4.607, 2.154, -0.632], [-1.756, -0.989, 0.987], [-2.450, -2.511, -0.771], [-1.043, -1.342, 2.019], [-1.555, -1.565, -0.287], [5.306, 1.590, -0.248], [2.143, 1.479, -1.978], [3.738, 2.078, -0.188], [0.081, -1.382, 1.911], [-0.822, -0.927, -0.921], [-2.352, -3.262, -1.684], [-1.494, 1.182, 0.756], [-0.885, 2.525, 0.846], [-3.516, -2.659, -0.450], [-1.601, -1.702, 2.940], [0.939, 2.113, -1.443]],
  "forces_ev_per_angstrom": [[1.7, -0.9, -0.4], [1.2, -0.9, -2.4], [0.1, 0.1, -0.1], [-1.0, -2.8, 2.3], [0.1, -0.2, -1.1], [-0.6, 0.4, -1.9], [-0.1, 1.2, -2.4], [-1.1, 0.3, 0.1], [0.1, -0.3, 0.4], [0.9, -0.4, -0.1], [-1.0, -0.9, 0.3], [-0.6, -2.0, 0.7], [0.7, 2.4, 1.6], [-1.3, -1.3, 0.9], [0.0, 2.4, 1.6], [1.5, 0.2, 1.0], [1.0, 1.6, -0.5], [-1.6, 1.1, 0.0]],
  "nbo_charge": [-0.94, -0.94, -0.98, -0.50, -0.46, 0.02, -0.05, 0.48, 0.47, 0.50, 0.16, 0.22, 0.22, 0.48, 0.46, 0.21, 0.19, 0.47]
}



How do the records compare in relative energy (zero: lowest compared OMol25 entry of this formula, charge and spin)? In the order shown, they have 1.225 0.657 21.777 2.296 4.965 eV.